Formula: C19H15F3N2O3S
Source: OMol25
Level of theory: the ωB97M-V functional and the def2-TZVPD basis

XYZ file:
```
43
Properties=species:S:1:pos:R:3:forces:R:3:mulliken_charge:R:1
S -2.7479 -4.5737 4.1587 -0.2 -0.5 3.2 1.2933
F 2.9787 -2.1551 -2.7119 -0.1 1.1 -1.0 -0.2837
F 3.7891 -0.1244 -2.5569 -2.9 -0.8 -1.3 -0.2486
F 2.1382 -0.6562 -4.1440 1.4 0.3 1.3 -0.2213
O -2.7794 -3.7829 5.3815 0.5 0.9 -1.1 -0.6690
O -2.1703 -5.8907 4.4527 -0.8 1.0 -2.2 -0.6566
O -0.2394 2.2269 -0.8105 -1.3 -3.6 0.0 -0.3540
N -0.5218 0.0109 -0.1700 -0.8 0.3 0.6 -0.5458
N 1.0071 0.6035 -1.8846 -1.1 -0.7 -0.5 -0.3664
C 1.4664 -0.6483 -1.8989 0.2 2.7 1.1 -0.4916
C 0.0468 -1.1953 -0.0850 -0.6 0.9 0.2 0.8437
C 1.3214 5.8248 -2.2518 -2.0 0.5 -0.2 -0.6557
C 1.0812 -1.4994 -0.8817 3.2 -3.7 -1.5 -0.1809
C 2.1359 4.7995 -1.9890 2.7 -3.0 0.9 0.8535
C 0.0145 0.8360 -1.0166 2.1 3.4 -0.2 0.4247
C 3.6438 5.0323 -2.0519 -0.9 -2.2 2.5 -1.4810
C -1.8865 -3.6728 2.8151 -0.5 -2.9 -1.3 0.0814
C -4.5414 -4.5662 3.7581 0.9 1.3 2.2 -0.9517
C 0.2859 3.2551 -1.5372 2.6 1.1 1.2 0.8745
C -0.4520 -2.1368 0.9025 -2.4 -0.1 1.8 0.1999
C -0.0396 5.5822 -2.1177 0.3 -0.9 -0.5 -0.4497
C 2.5980 -0.8305 -2.8871 1.3 -2.1 1.2 0.8686
C -1.6262 -2.3851 3.0345 1.6 2.7 0.0 -0.3893
C -1.4827 -4.2370 1.5664 0.0 -1.2 -0.9 -0.4640
C 1.6707 3.5306 -1.5720 -0.6 0.1 -1.2 -0.5643
C -0.5388 4.3084 -1.7576 -1.5 1.8 -0.7 -0.7983
C -0.8922 -1.6127 2.1403 1.2 1.1 -0.8 -0.4920
C -0.8259 -3.4749 0.5977 0.5 1.9 2.3 -0.7372
H -4.5840 -4.8426 2.7658 -0.8 -0.4 -2.3 0.3956
H -0.6339 6.3830 -2.4670 -1.3 0.5 0.2 0.3667
H -1.6191 -5.2934 1.1976 -0.3 1.0 1.3 0.3009
H -4.8746 -5.4093 4.3900 -0.2 0.7 -0.2 0.3511
H -0.5842 -0.5513 2.4686 -0.7 -1.8 -0.8 0.2549
H 1.7412 6.7570 -2.6018 -0.3 0.2 0.1 0.3955
H -1.7784 -1.8277 3.9171 -0.9 -0.3 1.3 0.4470
H -1.6077 4.1240 -1.6229 0.2 0.3 -0.1 0.3979
H 4.1658 4.0443 -2.1554 -0.2 1.0 0.2 0.2908
H -4.9798 -3.4979 4.0335 1.0 -2.6 -0.7 0.2989
H 2.3489 2.7033 -1.4585 0.3 0.1 0.3 0.2599
H 3.8959 5.5201 -1.0753 0.3 -0.4 -1.0 0.2794
H -0.4310 -3.8304 -0.3068 -0.1 -1.0 -1.1 0.5833
H 1.6445 -2.4804 -0.7077 -1.0 1.5 -0.5 0.4830
H 3.8627 5.6333 -2.8606 0.7 1.4 -1.6 0.4565
```
Positions in Å, forces in eV/Å.

## Properties
E_HOMO: -9.02 eV
Calculated total energy: -48053.927 eV
Molar mass: 408.40 g/mol
SMILES string: Cc1cccc(Oc2nc(-c3ccc(S(C)(=O)=O)cc3)cc(C(F)(F)F)n2)c1
Kohn-Sham gap: 8.08 eV


Formula: C32H31MnN6O3PS2
Source: OMol25
Level of theory: the ωB97M-V functional and the def2-TZVPD basis

XYZ file:
```
76
Properties=species:S:1:pos:R:3:forces:R:3:mulliken_charge:R:1
Mn 0.8466 0.5473 -0.1530 0.3 -0.8 0.3 0.4874
S -3.9156 -0.0299 -5.7432 0.0 0.0 0.0 -0.3795
S 2.2543 -1.5710 -0.1366 -0.1 0.1 0.0 -0.6145
P -0.7776 -0.5666 1.1191 0.0 0.2 -0.1 2.9212
O 3.9099 1.9879 -2.8765 0.0 0.1 0.1 -0.3687
O 2.3928 1.3178 -1.4453 -0.3 0.3 -0.3 -0.2701
O 0.3864 3.3098 0.4660 -0.2 -0.6 -0.2 -0.8531
N -0.2353 0.1787 -1.8452 -0.2 0.1 0.0 1.2360
N 0.4953 2.9931 -2.5871 -0.1 0.1 0.5 -0.4070
N 1.8519 3.0065 -2.9051 0.0 -0.3 0.0 -0.1316
N 4.0662 -0.9382 1.7576 0.0 -0.1 -0.1 -0.5747
N -2.2935 -2.0841 -5.8287 0.0 0.2 0.0 -0.2691
N 2.3270 0.5939 1.2504 0.1 0.1 0.1 0.4886
C -1.4034 0.7773 -2.1037 0.0 -0.2 0.0 -0.7458
C -2.2261 -1.1457 0.1622 0.0 0.0 0.1 -0.0879
C -0.5361 -1.9257 2.3195 0.0 0.1 0.0 0.4315
C -4.4660 -0.8898 -0.6979 0.0 0.0 0.0 -0.8423
C -4.2822 -1.9805 -1.5331 0.0 0.0 0.0 -0.5530
C -0.1476 -3.8418 4.3122 0.0 0.0 0.0 -0.5639
C 2.9869 -0.5792 1.0579 -0.1 0.1 0.0 0.3437
C -1.7523 -0.5135 -4.0872 -0.1 0.0 -0.1 1.2644
C 2.7859 1.4431 2.1665 0.1 -0.2 -0.1 -0.1855
C 0.0350 2.1383 0.7137 0.0 0.9 -0.1 -0.1451
C 0.8232 -2.8806 4.0698 0.0 0.0 0.0 -0.8064
C -2.3201 0.5701 3.2623 0.0 0.0 0.0 -0.4986
C 3.9013 1.1372 2.9215 -0.1 0.0 -0.1 -1.2499
C -3.4426 -0.4731 0.1441 0.0 0.0 0.0 -0.6517
C -2.7497 1.6750 3.9786 0.0 0.1 0.0 -0.6968
C -2.6286 -0.9227 -5.2392 0.2 -0.1 0.2 0.1080
C -2.0512 -2.2447 -0.6789 0.1 -0.1 0.0 -0.2716
C 0.2130 -0.7130 -2.7295 0.1 0.0 0.0 -1.1059
C -0.5049 -1.0851 -3.8505 -0.1 0.0 -0.1 -1.2435
C -2.1880 0.4611 -3.1932 0.1 -0.1 -0.1 -0.8340
C 2.6688 2.0728 -2.3613 0.1 -0.1 0.3 0.0994
C 4.2821 2.7950 -3.9852 0.0 0.0 -0.1 -0.8852
C 4.5135 -0.0926 2.6759 0.1 0.0 0.1 1.1133
C -1.3159 -3.8407 3.5650 0.0 0.0 0.0 -0.7744
C -1.5107 -2.8864 2.5770 0.0 0.0 -0.1 -0.3684
C -2.2980 2.9535 3.6405 0.0 -0.2 0.0 -0.6790
C 5.7072 -0.5410 3.4679 0.0 0.0 0.0 -1.2384
C -0.9705 2.0140 1.8717 0.1 -0.1 -0.1 0.5176
C -1.4393 0.7446 2.1975 0.0 0.1 -0.1 -0.1330
C -1.4094 3.1225 2.5955 0.1 -0.1 -0.1 -0.8263
C 0.6296 -1.9314 3.0808 0.2 0.1 0.0 -0.1298
C -3.0705 -2.6611 -1.5170 0.0 0.0 0.0 -0.7545
H 6.3604 -1.1447 2.8420 0.0 0.0 0.0 0.3682
H -3.5945 0.3868 0.7826 0.0 0.0 0.0 0.4343
H 2.2441 2.3735 2.2776 0.0 0.1 0.0 0.4941
H -2.9199 -3.5174 -2.1627 0.0 0.0 0.0 0.4217
H -5.4067 -0.3542 -0.7043 0.0 0.0 0.0 0.3931
H 4.2813 1.8211 3.6652 0.0 0.0 0.0 0.3532
H -2.0810 -4.5841 3.7491 0.0 0.0 0.0 0.4108
H -1.5451 -2.6668 -5.4976 -0.1 0.0 0.0 0.1723
H -5.0770 -2.2992 -2.1949 0.0 0.0 0.0 0.4154
H -2.4282 -2.9005 2.0037 0.0 0.0 0.0 0.3984
H 5.2887 2.4849 -4.2497 0.0 0.0 0.0 0.2469
H -3.1433 0.9410 -3.3402 0.0 0.0 0.0 0.4184
H 1.1805 -1.1497 -2.5089 -0.1 0.0 0.0 0.3853
H 4.3035 3.8553 -3.7180 0.0 0.0 0.0 0.3270
H -2.8452 -2.3939 -6.6097 0.0 0.0 0.0 0.2136
H 2.2365 3.7739 -3.4224 0.1 0.1 0.0 0.2012
H 0.0063 -4.5890 5.0795 0.0 0.0 0.0 0.3757
H 0.3000 3.4490 -1.6882 0.2 0.0 -0.3 0.2145
H 6.2595 0.3053 3.8747 0.0 0.0 0.0 0.3661
H -1.1044 -2.7757 -0.6742 0.0 0.0 0.0 0.4768
H -2.6391 3.8106 4.2067 0.0 0.0 0.0 0.3966
H -2.6610 -0.4231 3.5304 0.0 0.0 0.0 0.4905
H -1.7262 1.5175 -1.3842 0.0 0.0 0.0 0.5140
H 1.3976 -1.1850 2.9046 -0.1 -0.1 0.0 0.0463
H -1.0317 4.0994 2.3224 0.0 0.0 0.0 0.5082
H -0.0453 3.3378 -3.3650 0.0 0.1 0.1 0.2592
H -3.4353 1.5464 4.8060 0.0 0.0 0.0 0.4278
H 5.3789 -1.1641 4.3025 0.0 0.0 0.0 0.2338
H 1.7401 -2.8727 4.6441 0.0 0.0 0.0 0.4568
H -0.0529 -1.8140 -4.5115 0.0 0.0 0.0 0.3589
H 3.6177 2.6309 -4.8358 0.0 0.0 0.0 0.3485
```
Positions in Å, forces in eV/Å.

## Properties
E_HOMO (alpha / beta): -7.14 / -6.83 eV
Calculated total energy: -111050.285 eV
Molar mass: 697.69 g/mol
Spin multiplicity: 2
Kohn-Sham gap (alpha / beta): 6.61 / 6.29 eV


Formula: C6H10O
Source: OMol25
Level of theory: the ωB97M-V functional and the def2-TZVPD basis

XYZ file:
```
17
Properties=species:S:1:pos:R:3:forces:R:3:mulliken_charge:R:1
O -0.4599 -2.1701 -0.1551 0.0 0.4 -0.1 -0.5939
C -1.5300 -0.0809 -0.7228 0.0 0.1 -0.1 -0.4074
C -1.1524 1.1960 -0.6202 0.0 -0.1 0.0 -0.3153
C 0.6619 -0.0612 0.3313 0.0 -0.1 0.0 0.6575
C -0.4788 -0.9575 -0.1624 0.1 -0.3 -0.1 0.0081
C 1.8862 -0.4476 -0.4963 0.1 0.0 -0.1 -1.5556
C 0.1584 1.3753 0.1048 0.0 0.0 0.0 -0.8188
H -1.6770 -0.8488 2.1365 -0.1 -0.1 0.1 0.0306
H 2.0735 -1.5180 -0.3659 0.1 0.2 -0.1 0.3677
H -1.4995 -1.5454 1.9389 -0.1 0.2 0.2 -0.0045
H 2.7773 0.1172 -0.2083 -0.1 -0.1 0.0 0.3852
H 1.6843 -0.2674 -1.5597 0.1 0.0 0.1 0.3776
H -0.0117 1.9146 1.0465 0.1 -0.1 -0.1 0.3110
H -2.4376 -0.4677 -1.1713 0.1 0.1 0.0 0.4565
H -1.7123 2.0409 -1.0117 0.0 -0.1 0.1 0.4122
H 0.8541 -0.2614 1.3923 -0.1 0.0 -0.2 0.3501
H 0.8636 1.9822 -0.4767 -0.1 -0.1 0.0 0.3390
```
Positions in Å, forces in eV/Å.

## Properties
E_HOMO: -9.45 eV
Calculated total energy: -8430.375 eV
Molar mass: 98.14 g/mol
SMILES string: C[C@H]1CC=CC1=O.[H][H]
Kohn-Sham gap: 10.13 eV


Calculated relative energy (zero: lowest compared OMol25 entry of this formula, charge and spin), 45.6, 10.0, 20.0 kcal/mol (same order as the records).